60
Properties=species:S:1:pos:R:3 method="wB97M-V/def2-TZVPD" total_charge=0 max_force_ev_per_a=4.19 homo_lumo_gap_ev="4.646 / 4.644"
P -1.078 0.821 0.919
P -1.794 -0.143 -1.931
C -2.716 1.322 0.202
C -3.201 0.409 -0.915
H -2.639 2.359 -0.162
H -3.427 1.325 1.046
H -3.763 -0.459 -0.533
H -3.886 0.969 -1.575
C -2.428 0.277 -3.602
H -2.059 -0.445 -4.350
H -2.116 1.293 -3.895
H -3.528 0.234 -3.582
C -1.502 -1.932 -2.096
H -2.217 -2.286 -2.853
H -1.692 -2.520 -1.192
H -0.494 -2.144 -2.470
C -0.870 2.447 1.786
H -1.200 2.362 2.834
H -1.493 3.209 1.298
H 0.183 2.746 1.773
C -1.694 -1.130 1.221
H -1.292 -1.700 0.379
H -2.791 -1.148 1.213
H -1.363 -1.740 2.099
Zn -0.845 -0.099 2.927
C 2.311 -1.516 -2.344
C 1.666 -1.306 -3.497
C 0.947 -0.086 -3.986
C 0.734 1.116 -3.057
C -0.333 1.031 -1.917
C 0.330 0.853 -0.565
C 1.063 -0.470 -0.418
C 2.406 -0.588 -1.169
C -1.482 0.231 4.739
H 2.864 -2.456 -2.218
H 1.718 -2.095 -4.256
H -0.010 -0.397 -4.433
H 1.532 0.311 -4.840
H 1.699 1.421 -2.633
H 0.424 1.952 -3.711
H -0.834 2.016 -1.926
H 0.960 1.708 -0.261
H 0.390 -1.276 -0.744
H 1.251 -0.670 0.647
H 2.786 0.408 -1.432
H 3.132 -1.043 -0.469
H -1.201 -0.661 5.319
H -2.568 0.363 4.740
H -1.015 1.128 5.173
O 1.096 -2.288 3.650
C 1.779 -1.305 3.371
C 3.290 -1.176 3.484
C 3.603 0.238 3.052
C 2.261 0.836 2.657
O 2.121 1.962 2.189
N 1.269 -0.109 2.890
H 3.603 -1.356 4.516
H 3.786 -1.915 2.841
H 4.032 0.839 3.865
H 4.295 0.275 2.201